[1]
A 15-piece molecular cluster, C53H119N4O44P11 overall in a non-equilibrium geometry, computed with ωB97M-V with the def2-TZVPD basis set.

E_HOMO: -0.34349 Ha
E_LUMO: 0.398 eV

```
231
C53H119N4O44P11 | the Open Molecules 2025 dataset | ωB97M-V with the def2-TZVPD basis set
N -3.27 1.69 3.76
C -4.20 2.66 3.90
C -4.10 3.99 3.40
C -3.06 4.24 2.57
C -2.07 3.32 2.35
C -2.22 2.07 2.96
H -5.07 2.39 4.49
H -4.84 4.76 3.57
H -2.93 5.20 2.09
H -1.35 3.50 1.56
H -1.56 1.23 2.78
N -5.25 2.08 -5.37
C -5.95 0.95 -5.10
C -5.87 0.22 -3.90
C -5.01 0.74 -2.89
C -4.41 1.94 -3.09
C -4.46 2.57 -4.36
H -6.60 0.60 -5.89
H -6.50 -0.66 -3.79
H -4.90 0.25 -1.93
H -3.98 2.40 -2.22
H -3.84 3.44 -4.55
N 4.46 2.54 2.83
C 3.93 3.07 3.94
C 4.65 3.40 5.08
C 6.01 3.18 5.10
C 6.60 2.67 3.91
C 5.81 2.35 2.81
H 2.87 3.27 3.93
H 4.16 3.83 5.94
H 6.62 3.59 5.89
H 7.66 2.51 4.04
H 6.24 2.10 1.85
N 1.98 -0.05 6.85
C 1.34 0.92 6.14
C 1.37 2.25 6.49
C 2.05 2.70 7.59
C 2.73 1.79 8.31
C 2.73 0.40 7.95
H 0.88 0.73 5.19
H 0.77 2.96 5.94
H 2.08 3.72 7.94
H 3.24 2.04 9.22
H 3.20 -0.32 8.61
C -9.09 -1.23 -0.82
O -7.78 -1.63 -1.34
P -6.52 -1.70 -0.35
O -5.29 -2.22 -0.99
O -6.44 -0.20 0.23
C -5.56 0.13 1.30
O -6.92 -2.58 0.94
C -7.68 -3.82 0.85
H -9.67 -0.81 -1.64
H -9.09 -0.48 -0.03
H -9.67 -2.12 -0.56
H -5.91 1.07 1.74
H -4.57 0.40 0.95
H -5.44 -0.65 2.06
H -7.03 -4.48 1.43
H -7.79 -4.26 -0.14
H -8.64 -3.76 1.36
C -0.68 -2.43 5.27
O -1.06 -2.84 3.96
P 0.04 -2.96 2.70
O 0.94 -1.83 2.60
O 0.69 -4.45 2.82
C 2.07 -4.53 3.28
O -0.91 -3.15 1.38
C -1.73 -4.31 1.22
H -0.98 -1.40 5.43
H 0.40 -2.40 5.43
H -1.19 -3.06 6.00
H 2.27 -5.31 4.02
H 2.38 -3.58 3.72
H 2.72 -4.81 2.46
H -2.75 -4.07 0.94
H -1.76 -4.94 2.12
H -1.19 -4.93 0.50
C 5.10 0.49 -0.39
O 4.70 1.30 -1.48
P 5.36 2.83 -1.74
O 5.94 3.46 -0.48
O 6.38 2.62 -2.95
C 7.52 1.80 -2.76
O 4.06 3.61 -2.39
C 3.32 3.00 -3.43
H 6.01 0.84 0.09
H 5.25 -0.55 -0.70
H 4.32 0.53 0.36
H 7.87 1.78 -1.73
H 8.33 2.26 -3.32
H 7.37 0.73 -2.95
H 2.32 2.78 -3.07
H 3.86 2.15 -3.85
H 3.14 3.69 -4.26
C -3.43 -2.25 8.43
O -4.59 -2.90 7.91
P -4.58 -3.39 6.36
O -5.83 -3.93 5.87
O -3.87 -2.13 5.54
C -4.17 -1.78 4.23
O -3.39 -4.56 6.35
C -3.13 -5.34 5.23
H -3.51 -1.19 8.20
H -2.55 -2.74 8.01
H -3.46 -2.41 9.51
H -4.80 -2.52 3.73
H -3.22 -1.70 3.70
H -4.60 -0.78 4.25
H -3.00 -6.37 5.55
H -2.28 -4.99 4.64
H -3.99 -5.44 4.57
C -1.25 -2.95 -3.54
O -1.47 -4.22 -4.07
P -2.24 -5.39 -3.22
O -2.13 -5.40 -1.71
O -3.79 -5.41 -3.74
C -4.65 -4.33 -3.47
O -1.77 -6.75 -3.99
C -2.24 -8.04 -3.55
H -1.59 -2.75 -2.52
H -1.79 -2.21 -4.14
H -0.20 -2.70 -3.67
H -4.43 -3.48 -4.12
H -4.47 -4.02 -2.44
H -5.67 -4.69 -3.59
H -1.48 -8.76 -3.85
H -3.14 -8.40 -4.06
H -2.47 -8.05 -2.48
C 0.65 0.56 -4.80
O 0.73 0.39 -6.15
P -0.13 -0.82 -6.94
O -0.05 -0.76 -8.43
O 0.46 -2.21 -6.27
C 1.45 -2.87 -6.93
O -1.62 -0.80 -6.30
C -2.48 0.29 -6.57
H 0.64 1.62 -4.56
H 1.52 0.19 -4.26
H -0.20 0.20 -4.21
H 0.99 -3.83 -7.19
H 2.34 -2.98 -6.31
H 1.71 -2.46 -7.91
H -3.51 0.00 -6.39
H -2.39 0.63 -7.60
H -2.25 1.08 -5.86
C 1.00 1.34 1.69
O -0.03 1.71 0.76
P 0.01 0.91 -0.68
O 1.25 0.90 -1.47
O -1.19 1.60 -1.50
C -0.98 2.99 -1.92
O -0.60 -0.54 -0.31
C -2.07 -0.68 0.00
H 0.68 0.64 2.47
H 1.45 2.20 2.19
H 1.87 0.85 1.25
H 0.01 3.35 -1.65
H -1.71 3.68 -1.51
H -1.11 3.19 -2.98
H -2.54 0.30 0.08
H -2.19 -1.17 0.96
H -2.54 -1.36 -0.71
C -3.27 5.07 -7.90
O -2.25 4.14 -8.33
P -0.99 3.86 -7.29
O -1.38 3.40 -5.95
O 0.00 2.87 -8.07
C 0.56 3.12 -9.38
O -0.15 5.28 -7.40
C -0.43 6.45 -6.63
H -4.07 4.70 -8.54
H -3.15 6.09 -8.26
H -3.63 4.81 -6.91
H 0.42 4.15 -9.72
H 0.14 2.39 -10.07
H 1.63 2.93 -9.25
H 0.53 6.77 -6.23
H -1.17 6.22 -5.86
H -0.72 7.25 -7.32
C 7.63 -2.57 7.02
O 6.64 -2.63 6.05
P 6.55 -1.47 4.88
O 7.57 -1.53 3.73
O 5.04 -1.58 4.40
C 4.60 -0.96 3.20
O 6.50 -0.06 5.71
C 5.40 0.22 6.55
H 8.52 -2.00 6.76
H 7.93 -3.56 7.37
H 7.10 -2.07 7.83
H 4.80 -1.60 2.34
H 5.26 -0.12 3.01
H 3.56 -0.61 3.18
H 5.76 0.77 7.43
H 5.03 -0.71 6.97
H 4.65 0.77 5.98
C 2.48 -2.11 -0.55
O 3.07 -3.31 -0.07
P 3.99 -4.17 -1.12
O 5.28 -3.45 -1.54
O 4.11 -5.55 -0.26
C 5.00 -6.64 -0.69
O 2.99 -4.57 -2.36
C 1.68 -5.08 -2.17
H 3.00 -1.80 -1.45
H 2.69 -1.24 0.07
H 1.44 -2.37 -0.75
H 5.55 -6.42 -1.60
H 4.44 -7.57 -0.77
H 5.80 -6.84 0.01
H 1.08 -4.25 -2.56
H 1.50 -5.27 -1.12
H 1.53 -6.03 -2.68
C 2.27 4.41 0.72
O 2.03 5.78 0.41
P 0.99 6.29 -0.72
O -0.48 5.95 -0.52
O 1.30 7.86 -0.87
C 1.24 8.68 0.29
O 1.64 5.73 -2.18
C 0.93 5.90 -3.40
H 1.62 4.18 1.56
H 3.30 4.20 1.00
H 2.02 3.74 -0.11
H 2.23 8.97 0.66
H 0.64 8.30 1.11
H 0.74 9.60 -0.02
H 0.00 6.43 -3.25
H 0.72 4.99 -3.97
H 1.58 6.47 -4.07
```

[2]
A 9-piece molecular cluster, C53H124N8O9 overall in a non-equilibrium geometry, computed with ωB97M-V with the def2-TZVPD basis set.

E_HOMO: -0.31075 Ha
energy above the lowest of the compared OMol25 structures with the same formula, charge and spin: 133.5 kJ/mol
SMILES: CC1(C)CCCC(C)(C)N1O.CC1(C)CCCC(C)(C)N1O.CC1(C)CCCC(C)(C)N1O.CC1(C)CCCC(C)(C)N1O.COC[C@H](C)N.COC[C@H](C)N.COC[C@H](C)N.COC[C@H](C)N.CO
E_LUMO: 0.513 eV

```
194
C53H124N8O9 | the Open Molecules 2025 dataset | ωB97M-V with the def2-TZVPD basis set
C 3.01 3.28 -0.01
C 3.88 2.79 1.23
C 4.60 1.53 0.83
C 4.98 3.81 1.63
C 5.56 3.68 3.04
C 4.51 3.61 4.07
C 3.47 2.44 3.72
C 4.09 1.04 3.87
C 2.32 2.58 4.71
N 2.94 2.73 2.38
O 1.85 1.79 2.10
H 2.46 2.44 -0.48
H 2.29 4.09 0.30
H 3.66 3.69 -0.77
H 5.21 1.03 1.56
H 3.88 0.69 0.50
H 5.12 1.67 -0.11
H 5.78 3.84 0.87
H 4.52 4.78 1.60
H 6.15 2.74 3.07
H 6.16 4.54 3.26
H 3.86 4.48 4.05
H 4.92 3.46 5.08
H 3.47 0.30 3.43
H 4.12 0.86 4.98
H 5.04 0.85 3.39
H 2.68 2.53 5.76
H 1.56 1.73 4.58
H 1.72 3.47 4.58
H 1.10 2.41 2.01
C -1.58 2.66 4.13
C -2.57 3.10 3.05
C -3.18 1.76 2.58
C -3.73 4.00 3.49
C -3.27 5.42 3.77
C -2.53 5.98 2.53
C -1.42 5.10 2.06
C -0.96 5.61 0.62
C -0.18 5.23 3.01
N -1.95 3.74 1.85
O -0.80 2.95 1.40
H -1.95 1.84 4.70
H -0.60 2.37 3.68
H -1.42 3.53 4.79
H -2.43 1.05 2.33
H -3.85 1.34 3.29
H -3.81 1.86 1.68
H -4.54 3.97 2.72
H -4.06 3.63 4.45
H -4.08 6.08 3.98
H -2.61 5.38 4.61
H -2.15 6.98 2.74
H -3.17 6.17 1.59
H -0.85 6.71 0.54
H -1.71 5.22 -0.11
H -0.02 5.10 0.27
H -0.44 5.30 4.11
H 0.40 6.09 2.72
H 0.47 4.34 2.87
H -1.08 2.30 0.70
C -4.48 2.36 -0.83
C -4.66 1.20 -1.79
C -6.17 1.01 -1.93
C -4.17 1.50 -3.19
C -4.19 0.33 -4.10
C -3.35 -0.80 -3.47
C -3.92 -1.31 -2.14
C -5.22 -2.04 -2.39
C -2.86 -2.28 -1.57
N -3.93 -0.04 -1.28
O -4.40 -0.41 0.04
H -5.28 2.39 -0.01
H -3.47 2.25 -0.36
H -4.52 3.30 -1.41
H -6.68 1.97 -1.93
H -6.58 0.39 -2.74
H -6.53 0.60 -1.04
H -4.85 2.38 -3.42
H -3.20 1.97 -3.26
H -5.21 -0.09 -4.22
H -3.85 0.50 -5.11
H -2.33 -0.45 -3.30
H -3.36 -1.63 -4.14
H -5.01 -2.94 -2.91
H -5.89 -1.43 -3.02
H -5.73 -2.26 -1.46
H -3.27 -2.83 -0.75
H -1.93 -1.82 -1.22
H -2.60 -3.06 -2.29
H -5.27 -0.76 -0.06
C 3.20 -1.54 -4.42
C 4.28 -1.07 -3.44
C 5.13 0.04 -4.07
C 3.57 -0.55 -2.21
C 2.80 -1.60 -1.46
C 3.78 -2.71 -1.10
C 4.57 -3.33 -2.34
C 5.85 -4.04 -1.80
C 3.68 -4.30 -3.11
N 5.17 -2.11 -2.96
O 6.03 -2.56 -4.01
H 2.79 -0.72 -4.99
H 3.47 -2.36 -5.12
H 2.38 -1.91 -3.82
H 6.08 0.24 -3.58
H 5.49 -0.27 -5.05
H 4.52 0.95 -4.05
H 4.28 -0.27 -1.49
H 3.08 0.35 -2.59
H 2.39 -1.02 -0.57
H 1.86 -1.93 -1.92
H 3.35 -3.50 -0.51
H 4.57 -2.21 -0.53
H 6.49 -4.43 -2.55
H 5.49 -4.93 -1.26
H 6.32 -3.46 -1.05
H 4.04 -4.33 -4.15
H 2.68 -3.96 -3.02
H 3.77 -5.30 -2.67
H 5.57 -2.58 -4.86
C 4.44 -4.09 2.56
O 3.05 -3.86 2.32
C 2.57 -2.65 2.84
C 1.11 -2.63 2.48
C 0.49 -1.27 2.77
N 0.33 -3.70 3.12
H 4.82 -3.79 3.53
H 5.06 -3.70 1.79
H 4.62 -5.14 2.40
H 2.81 -2.64 3.95
H 3.03 -1.75 2.39
H 1.13 -3.02 1.44
H 0.60 -1.02 3.88
H -0.58 -1.30 2.41
H 0.94 -0.43 2.15
H 0.68 -4.63 2.93
H 0.26 -3.61 4.13
C -5.14 -1.47 5.30
O -4.87 -2.45 4.31
C -3.85 -2.01 3.44
C -3.46 -3.02 2.40
C -4.74 -3.40 1.64
N -2.68 -4.17 2.93
H -5.75 -0.70 4.87
H -4.24 -1.06 5.74
H -5.57 -1.98 6.14
H -4.15 -1.03 2.93
H -2.91 -1.87 3.96
H -2.72 -2.45 1.79
H -5.24 -4.25 2.17
H -4.40 -3.85 0.71
H -5.25 -2.48 1.50
H -1.72 -3.96 3.14
H -3.11 -4.48 3.76
C 0.12 4.33 -2.43
O 0.34 3.62 -3.56
C -0.88 3.11 -4.11
C -0.47 2.21 -5.28
C 0.37 1.02 -4.79
N 0.15 2.96 -6.36
H 1.09 4.58 -1.99
H -0.44 3.79 -1.66
H -0.38 5.24 -2.66
H -1.43 2.54 -3.39
H -1.55 3.97 -4.41
H -1.44 1.73 -5.71
H 0.96 0.58 -5.61
H -0.27 0.24 -4.43
H 1.07 1.38 -3.98
H -0.41 3.69 -6.75
H 1.05 3.48 -5.99
C -1.03 -5.54 -4.26
O -0.17 -5.02 -3.22
C 0.08 -5.94 -2.20
C -0.72 -5.59 -0.93
C -0.12 -4.33 -0.38
N -0.97 -6.76 -0.09
H -1.98 -5.88 -3.83
H -0.69 -6.39 -4.87
H -1.30 -4.63 -4.86
H -0.18 -6.97 -2.42
H 1.18 -5.89 -2.08
H -1.73 -5.34 -1.34
H -0.09 -3.53 -1.03
H 0.90 -4.48 0.01
H -0.63 -3.95 0.51
H -0.09 -7.21 0.08
H -1.37 -6.51 0.80
C -0.14 0.41 -1.02
O -1.27 1.23 -0.82
H -0.34 -0.51 -0.45
H 0.01 0.14 -2.06
H 0.73 1.01 -0.71
H -2.08 0.71 -0.96
```

| no. | E_tot (eV) |
| --- | --- |
| 1 | -255138.870 |
| 2 | -87311.688 |